No. 1
This record from the OMol25 dataset describes C35H28F15GeN3O3S4SbSeSiW as an isolated structure. The level of theory is wB97M-V/def2-TZVPD.

## Properties
energy above the lowest of the compared OMol25 structures with the same formula, charge and spin = 51.50 kJ/mol
multiplicity = 2
frontier orbital gap (alpha / beta) = 5.52 / 6.08 eV
charge = -2

Structure (XYZ):
```
93
Properties=species:S:1:pos:R:3:forces:R:3:lowdin_spin:R:1
W 0.443743 1.454502 -0.295955 0.5 -0.5 -0.6 0.945
S 3.587680 -0.617634 2.974128 -0.1 0.4 -0.3 -0.032
Sb 3.127909 1.351684 1.912271 -0.1 -0.2 0.3 -0.022
S 0.666315 1.873797 2.033390 -0.1 0.1 0.2 0.107
S 2.623043 0.992556 -0.535346 0.6 -0.1 -0.2 -0.030
C 0.934965 5.694456 3.436013 0.0 0.0 0.0 0.002
C 1.469289 6.645568 2.370411 0.0 -0.1 0.0 0.000
C 1.165986 6.182706 0.940817 0.1 0.1 0.0 0.000
C 1.765160 7.209224 -0.059351 0.0 0.0 0.0 0.000
C 1.331768 7.047488 -1.513957 0.1 0.0 0.0 0.000
C -0.333516 6.170329 0.730336 -0.3 -0.1 -0.1 0.000
O -1.074769 7.049959 1.119776 0.1 -0.1 -0.1 0.000
N -0.817632 5.101954 0.005098 0.0 0.3 -0.1 0.000
C -0.019709 4.096062 -0.477809 0.2 -0.3 -0.4 0.003
O -0.537872 3.214211 -1.234405 -0.3 -0.2 0.9 0.018
N 1.243080 3.925058 -0.179325 0.4 0.7 0.6 0.001
C 1.864550 4.834152 0.666766 -0.2 -0.4 -0.4 0.002
O 2.983381 4.662055 1.100886 -0.1 0.0 0.0 0.004
H 1.149600 6.075628 4.435347 0.0 0.0 0.0 0.000
H 1.386718 4.705796 3.345111 0.0 0.0 0.0 0.002
H -0.147766 5.577085 3.353783 0.0 0.0 0.0 0.000
H 2.553270 6.730532 2.453890 0.0 0.0 0.0 0.000
H 1.039485 7.641103 2.494967 0.0 0.0 0.0 0.000
H 2.849821 7.113448 0.019922 0.0 0.0 0.0 0.000
H 1.497152 8.204476 0.303998 0.0 0.0 0.0 0.000
H 1.522608 6.037505 -1.881091 0.0 0.0 0.0 0.000
H 1.889693 7.736056 -2.150221 0.0 0.0 0.0 0.000
H 0.270282 7.266794 -1.644454 0.0 0.0 0.0 0.000
H -1.811440 5.016104 -0.162705 0.0 0.1 0.0 0.000
C 1.814800 2.952051 -3.208497 0.0 0.0 0.0 0.001
C 1.041451 1.688262 -3.426684 -0.1 0.0 0.1 0.007
C 0.817145 1.124475 -4.655132 0.1 0.1 -0.1 0.001
C -0.027915 0.009447 -4.454853 -0.1 -0.2 -0.1 0.001
C -0.291754 -0.059256 -3.111467 0.4 0.2 0.0 0.004
C -1.160504 -1.060706 -2.452384 0.1 -0.1 0.2 0.002
N 0.372140 0.956689 -2.449153 -0.3 0.3 0.2 0.013
H 2.390040 3.160005 -4.113437 0.0 0.0 0.0 0.000
H 2.506038 2.901831 -2.372673 0.0 0.0 0.1 0.001
H 1.152678 3.803701 -3.033755 0.0 0.0 0.0 0.000
H 1.231341 1.486636 -5.585626 0.0 0.0 0.0 0.000
H -0.404233 -0.679819 -5.196933 0.0 0.0 0.0 0.000
H -1.106561 -2.006693 -2.991237 0.0 0.0 -0.1 0.000
H -2.194871 -0.735716 -2.444460 -0.2 0.1 0.0 0.000
H -0.871383 -1.233031 -1.415058 0.0 0.0 -0.1 0.001
F 0.504615 -6.102952 -0.529658 0.0 -0.1 0.0 0.000
C 1.011174 -5.304531 -1.487717 0.1 0.2 0.0 0.000
C 1.132855 -3.944550 -1.262147 0.0 0.0 0.1 0.000
C 1.725286 -3.197923 -2.271474 -0.1 -0.2 0.1 0.000
F 1.926344 -1.903245 -2.134653 0.1 0.3 0.0 -0.001
C 2.145725 -3.776375 -3.461318 0.0 0.0 0.0 0.000
F 2.714288 -3.046542 -4.421514 0.0 0.0 0.0 0.000
C 1.983714 -5.133485 -3.651001 0.0 0.0 -0.1 0.000
F 2.388819 -5.704869 -4.792565 0.0 0.0 0.0 0.000
C 1.417760 -5.908471 -2.657943 0.0 -0.1 0.0 0.000
F 1.286026 -7.232199 -2.840199 0.0 0.0 0.0 0.000
Ge 0.459970 -3.137724 0.432565 0.2 0.2 -0.3 -0.003
S 0.709145 -1.023547 0.706925 -0.8 0.1 0.2 -0.018
C -1.261204 -4.160511 0.661708 -0.2 0.2 -0.1 0.000
C -2.158398 -4.238384 -0.395645 0.3 -0.1 0.1 0.000
F -1.807356 -3.774010 -1.605283 -0.1 0.0 0.1 0.000
C -3.408684 -4.818799 -0.292389 0.0 0.0 -0.1 0.000
F -4.226207 -4.897779 -1.349350 0.0 0.0 0.0 0.000
C -3.806001 -5.344485 0.919917 0.0 0.0 0.0 0.000
F -5.010818 -5.907824 1.046421 0.0 0.0 0.0 0.000
C -2.936222 -5.316619 1.991267 -0.1 -0.1 0.0 0.000
F -3.308460 -5.864269 3.156457 0.0 0.0 0.0 0.000
C -1.685995 -4.745452 1.844682 0.0 0.0 -0.2 0.000
F -0.886651 -4.818358 2.908002 0.0 -0.1 0.2 0.000
C 1.608313 -3.674527 1.938673 0.3 -0.3 -0.2 -0.002
C 2.816120 -4.338918 1.784394 -0.2 0.1 0.0 -0.001
F 3.207337 -4.804313 0.582325 -0.1 0.0 0.0 0.000
C 3.680903 -4.563549 2.836442 0.1 0.0 0.1 0.000
F 4.838197 -5.217851 2.647020 0.0 0.0 0.0 0.000
C 3.340024 -4.114628 4.097715 0.2 -0.1 -0.1 -0.001
F 4.163684 -4.328867 5.129556 0.0 0.0 0.0 0.000
C 2.150161 -3.448413 4.287930 -0.1 0.1 0.2 -0.001
F 1.825781 -3.015091 5.508924 0.0 0.0 0.0 0.000
C 1.314044 -3.227501 3.214979 -0.1 0.0 -0.1 -0.002
F 0.178585 -2.568656 3.448000 0.0 0.1 0.1 0.000
C -2.957908 -1.422143 2.032138 -0.2 0.1 0.1 0.001
Si -3.619154 -0.346385 0.659648 0.3 0.2 0.3 0.000
C -4.216773 -1.371112 -0.788049 0.0 -0.1 -0.2 0.001
C -5.135762 0.545227 1.316668 -0.1 0.1 0.0 -0.001
Se -2.207476 1.322372 0.109344 -0.1 -0.1 -0.3 -0.006
H -3.711266 -2.114629 2.425633 0.0 0.0 0.0 0.000
H -2.600012 -0.783826 2.843087 0.0 0.0 0.0 0.000
H -2.102278 -1.984876 1.687816 0.2 -0.1 0.0 0.000
H -5.213827 -1.774552 -0.577942 0.1 0.0 0.0 0.000
H -3.550757 -2.201794 -1.024048 0.0 0.1 0.0 0.000
H -4.281739 -0.748055 -1.681704 -0.1 0.0 0.0 0.000
H -5.917776 -0.175225 1.577489 0.0 0.0 0.0 0.000
H -5.535208 1.237014 0.572673 0.0 0.0 0.0 0.000
H -4.874118 1.122705 2.205222 0.0 0.0 0.0 0.000
```
Forces are in eV/Å.

No. 2
This record from the OMol25 dataset describes C35H28F2N4O7Y as an isolated structure. The level of theory is wB97M-V/def2-TZVPD.

## Properties
energy above the lowest of the compared OMol25 structures with the same formula, charge and spin = 447.95 kJ/mol
multiplicity = 1
frontier orbital gap = 7.52 eV
charge = -1

Structure (XYZ):
```
77
Properties=species:S:1:pos:R:3:forces:R:3:lowdin_charge:R:1
Y 0.397052 -0.033531 -0.128003 0.7 0.7 0.3 1.549
O -3.228941 1.214872 1.539233 0.1 0.0 -0.1 0.066
C -2.310306 0.641046 0.999245 -0.1 -0.2 0.0 -0.556
O -1.333046 1.194189 0.336055 -0.5 0.1 0.1 -0.200
C -2.207257 -0.948528 1.056619 0.2 -0.2 0.0 -0.545
O -3.123235 -1.620466 1.464639 0.1 0.1 0.0 0.071
O -1.048615 -1.416420 0.622785 -0.6 0.1 0.2 -0.208
C 6.188821 4.994583 0.323805 -0.1 0.0 0.0 -0.079
O 6.629881 4.009753 -0.603432 -0.1 0.0 -0.3 -0.116
C 5.854685 3.987444 -1.759893 0.2 0.0 0.2 -0.242
C 6.293007 4.612964 -2.907917 0.0 -0.1 0.1 -0.020
C 5.533196 4.537279 -4.070756 0.0 0.0 0.0 -0.101
C 4.346954 3.825324 -4.054062 0.0 0.0 0.0 -0.076
C 3.906172 3.188849 -2.901588 0.1 0.1 0.0 -0.006
C 4.652896 3.266666 -1.730138 0.0 -0.1 0.4 -0.184
N 4.285220 2.704702 -0.504904 0.0 0.0 -0.5 0.078
C 3.119976 1.826684 -0.419771 -0.1 0.2 0.2 -0.294
N 3.306787 0.636569 -1.249371 -0.2 -0.3 0.1 0.081
C 2.619390 0.052566 -2.397449 0.1 0.1 0.0 -0.243
C 1.325366 -0.467028 -2.259892 -0.2 -0.2 0.0 -0.206
C 0.698085 -1.046029 -3.352486 0.2 -0.1 -0.4 -0.161
C 1.346651 -1.144958 -4.584806 0.0 0.2 0.1 -0.111
C 2.642207 -0.682949 -4.698689 0.0 0.0 0.1 -0.034
C 3.308401 -0.118147 -3.602164 0.0 -0.2 -0.1 -0.242
O 4.616446 0.195984 -3.880422 -0.2 0.5 -0.1 -0.102
C 5.625007 0.081741 -2.899766 0.1 -0.4 0.0 -0.082
N 1.656854 1.411757 1.694656 0.2 -0.8 -0.4 0.028
C 1.211781 2.068335 2.874746 0.1 0.1 0.0 -0.132
C 0.168927 2.954240 2.650875 -0.1 0.1 0.1 -0.008
C -0.408440 3.672112 3.687095 0.1 0.0 0.0 -0.077
C 0.054123 3.487583 4.975948 0.0 0.0 0.0 -0.092
C 1.072389 2.577570 5.232343 0.0 0.0 -0.1 -0.029
C 1.644248 1.856268 4.191877 0.1 -0.1 0.0 -0.199
O 2.608045 0.917851 4.381402 -0.1 0.1 -0.1 -0.095
C 2.996987 0.610359 5.696552 0.0 0.0 0.1 -0.072
H 6.339755 5.995945 -0.090541 0.0 0.0 0.1 0.090
H 6.780616 4.869848 1.228345 0.0 0.0 0.0 0.090
H 5.132220 4.843670 0.561103 0.1 0.1 0.0 0.070
H 7.235530 5.142069 -2.872797 0.0 0.0 0.0 0.114
H 5.874197 5.017169 -4.976907 0.0 0.0 0.0 0.092
H 3.754279 3.732312 -4.953348 0.0 0.0 -0.1 0.104
H 3.001692 2.608579 -2.941770 -0.2 -0.1 0.0 0.104
H 5.084632 2.452232 0.058651 -0.1 0.0 -0.1 0.119
H 3.692766 -0.092660 -0.661700 -0.1 0.1 -0.1 0.125
H -0.303874 -1.453502 -3.256098 0.0 0.0 0.0 0.076
H 0.860504 -1.595902 -5.440284 0.0 0.0 -0.1 0.089
H 3.201996 -0.778357 -5.618302 0.0 0.0 -0.1 0.106
H 6.562085 0.174789 -3.449608 0.0 0.0 0.1 0.089
H 5.581355 -0.910280 -2.430435 0.0 0.1 0.0 0.097
H 5.572463 0.839994 -2.125436 0.0 0.1 0.0 0.060
H -0.208925 3.032096 1.639129 0.0 0.0 0.0 0.100
H -1.228315 4.340905 3.478509 -0.1 0.1 0.0 0.102
H -0.388400 4.032259 5.797922 0.0 0.0 0.1 0.097
H 1.411406 2.418851 6.245136 0.0 0.0 0.0 0.095
H 3.721688 -0.196920 5.611068 0.0 0.0 0.0 0.092
H 2.144214 0.270411 6.292438 0.0 0.0 0.0 0.098
H 3.462523 1.471243 6.188463 0.0 0.0 0.0 0.096
F 4.942819 -1.788224 3.181708 -0.2 0.0 -0.1 0.026
C 4.193443 -0.810729 2.594036 0.1 0.2 0.1 -0.282
C 2.921422 -0.972078 2.234957 0.2 0.2 0.1 -0.003
C 2.274527 0.047796 1.379188 0.2 -0.5 0.0 -0.233
C 2.995335 1.326153 1.102292 0.2 0.1 -0.3 -0.242
C 4.230528 1.478065 1.918621 -0.2 0.6 0.3 -0.181
F 4.701091 2.756901 2.105272 -0.1 -0.4 0.1 0.042
C 4.865798 0.479039 2.516456 -0.3 -0.1 -0.1 0.068
C 1.904142 2.756038 -0.682748 0.6 -0.1 0.0 -0.213
C 1.940021 4.057062 -0.169562 -0.1 -0.2 -0.2 -0.003
C 0.874520 4.889930 -0.426313 -0.1 0.0 -0.1 -0.047
C -0.203036 4.414667 -1.170832 0.1 0.0 0.1 -0.048
C -0.176550 3.099127 -1.576427 0.0 0.0 0.0 -0.117
N 0.860543 2.288010 -1.343222 -0.2 -0.2 0.4 0.079
H 2.414829 -1.912501 2.406377 0.0 0.0 0.0 0.113
H 5.760520 0.662740 3.090187 0.1 0.0 0.1 0.131
H 2.787502 4.379354 0.412217 0.1 0.0 0.0 0.113
H 0.871355 5.901695 -0.042200 0.0 0.0 0.0 0.109
H -1.060644 5.031799 -1.391175 0.0 0.0 0.0 0.103
H -1.020093 2.656265 -2.087295 0.0 0.0 0.0 0.117
```
Forces are in eV/Å.

No. 3
This record from the OMol25 dataset describes C35H28F5MgN9OS as an isolated structure. The level of theory is wB97M-V/def2-TZVPD.

## Properties
energy above the lowest of the compared OMol25 structures with the same formula, charge and spin = 0.00 kJ/mol
multiplicity = 1
frontier orbital gap = 7.29 eV
charge = 0

Structure (XYZ):
```
80
Properties=species:S:1:pos:R:3:forces:R:3:lowdin_charge:R:1
Mg -1.659157 -0.926565 0.765576 0.2 -0.1 0.0 0.396
F -4.327456 -6.554546 3.011444 0.0 0.0 0.0 0.123
C -4.258454 -5.344047 2.454590 0.0 0.0 0.0 -0.143
C -3.248164 -4.468256 2.808961 0.0 0.0 0.0 -0.145
F -2.335463 -4.825631 3.714733 0.0 0.0 0.0 0.123
C -3.204576 -3.223636 2.218047 -0.1 0.0 0.0 -0.220
F -2.198194 -2.388858 2.595755 0.0 -0.1 0.0 0.017
C -4.121579 -2.780921 1.271357 0.1 0.1 0.0 -0.542
S -4.030959 -1.187701 0.541217 -0.2 -0.1 0.0 0.613
C -5.119207 -3.693562 0.937430 0.0 -0.1 0.0 -0.242
F -6.044019 -3.370901 0.031404 0.0 0.0 0.0 0.087
C -5.193310 -4.950225 1.513912 0.0 0.0 0.0 -0.143
F -6.167099 -5.793183 1.165193 0.0 0.0 0.0 0.123
C -0.026938 1.736903 -3.749969 0.0 0.0 0.0 -0.063
N -0.790685 1.517865 -2.533423 0.1 0.0 0.0 -0.119
C -0.582134 0.624120 -1.568931 -0.1 0.0 -0.1 -0.121
N -1.538629 0.730603 -0.656672 0.1 0.0 -0.1 0.030
C -2.324965 1.730722 -1.141178 0.0 0.0 0.1 -0.189
N -1.896475 2.247456 -2.265285 -0.1 -0.1 0.0 0.131
C 1.419584 2.097387 -3.499397 0.0 0.0 0.0 -0.187
C 2.340572 1.923232 -4.526293 0.0 0.0 0.0 -0.029
C 3.669943 2.275233 -4.347762 0.0 0.0 0.0 -0.053
C 4.100526 2.786905 -3.135283 0.0 0.0 0.0 -0.011
C 3.184741 2.951594 -2.102426 0.0 0.0 0.0 -0.130
C 1.846607 2.617245 -2.287721 0.0 0.0 0.0 0.034
C 3.640541 3.454907 -0.809739 0.0 -0.1 0.1 -0.287
N 4.794176 3.923858 -0.484299 -0.1 0.1 -0.1 0.125
N 4.723980 4.241948 0.863650 0.0 -0.1 0.1 0.125
C 3.542606 3.914863 1.254569 0.0 0.1 -0.1 -0.290
O 2.787988 3.412734 0.245303 0.0 0.0 0.0 0.127
C 2.958398 4.007904 2.589465 0.0 0.0 0.0 -0.130
C 3.729361 4.477501 3.651589 0.0 0.0 0.0 -0.009
C 3.177531 4.536876 4.917483 0.0 0.0 0.0 -0.052
C 1.866132 4.127151 5.132428 0.0 0.0 0.0 -0.025
C 1.094598 3.667860 4.076445 0.0 0.0 0.0 -0.196
C -0.332681 3.226767 4.295904 0.0 0.0 0.0 -0.068
N -0.572407 1.891397 3.771557 0.0 0.0 0.0 -0.117
C -1.111771 1.536237 2.607055 0.0 0.0 0.0 -0.117
N -1.027964 0.226796 2.460076 0.0 0.1 0.1 0.040
C -0.407983 -0.178513 3.603898 0.0 0.0 0.0 -0.169
N -0.110308 0.801877 4.418958 0.0 0.0 0.0 0.145
C 1.645968 3.611865 2.803541 0.0 0.0 0.0 0.034
H -0.544723 2.538828 -4.274294 0.0 0.0 0.0 0.137
H -0.088558 0.838852 -4.366575 0.0 0.0 0.0 0.127
H 0.230205 -0.086475 -1.542135 0.0 0.0 0.0 0.140
H -3.225194 2.065112 -0.652018 0.0 0.0 0.0 0.120
H 2.017591 1.503038 -5.471739 0.0 0.0 0.0 0.119
H 4.377681 2.133353 -5.153220 0.0 0.0 0.0 0.110
H 5.137506 3.047267 -2.973852 0.0 0.0 0.0 0.119
H 1.145864 2.758670 -1.475728 0.0 0.0 0.0 0.122
H 4.751556 4.780161 3.470329 0.0 0.0 0.0 0.119
H 3.772541 4.892086 5.747870 0.0 0.0 0.0 0.110
H 1.447024 4.158494 6.130750 0.0 0.0 0.0 0.116
H -1.035877 3.893812 3.795592 0.0 0.0 0.0 0.137
H -0.575578 3.212681 5.356244 0.0 0.0 0.0 0.129
H -1.544927 2.233669 1.908755 0.0 0.0 0.0 0.140
H -0.183245 -1.209811 3.818447 0.0 0.0 0.0 0.126
H 1.061137 3.243133 1.969428 0.0 0.0 0.0 0.120
C -2.548454 -4.059436 -3.565679 0.0 0.0 0.0 -0.106
N -1.290570 -3.492231 -3.112939 0.0 0.0 0.0 -0.269
C -1.010196 -2.260236 -3.821958 0.0 0.0 0.0 -0.113
C -1.320311 -3.271986 -1.671885 0.0 0.0 0.0 -0.189
C 0.015186 -2.894754 -1.062429 0.0 0.0 0.0 -0.276
C 1.179548 -3.447114 -1.592337 0.0 0.0 0.0 -0.060
C 2.415798 -3.144063 -1.039454 0.0 0.0 0.0 -0.099
C 2.482572 -2.294968 0.054822 0.0 0.0 0.0 -0.113
C 1.309413 -1.757266 0.576020 0.0 0.0 0.0 -0.160
C 0.038876 -2.023312 0.041687 -0.1 0.0 0.1 -0.163
H -2.505896 -4.245200 -4.639570 0.0 0.0 0.0 0.081
H -3.404230 -3.393927 -3.362016 0.0 0.0 0.0 0.090
H -2.727878 -5.008033 -3.059641 0.0 0.0 0.0 0.083
H -0.969017 -2.452103 -4.895353 0.0 0.0 0.0 0.084
H -0.042276 -1.864901 -3.507009 0.0 0.0 0.0 0.071
H -1.787214 -1.493513 -3.636542 0.0 0.0 0.0 0.088
H -1.678297 -4.197064 -1.208147 0.0 0.0 0.0 0.128
H -2.070112 -2.498646 -1.417880 0.0 0.0 0.0 0.088
H 1.108223 -4.110071 -2.447204 0.0 0.0 0.0 0.109
H 3.318659 -3.572177 -1.457865 0.0 0.0 0.0 0.095
H 3.441570 -2.051194 0.497973 0.0 0.0 0.0 0.093
H 1.408925 -1.083936 1.426387 0.0 0.0 0.0 0.069
```
Forces are in eV/Å.